[1]
Molecular formula: C26H23F2N2O
Method: DFT, ωB97M-V/def2-TZVPD

Results
LUMO energy: -4.45 eV
HOMO-LUMO gap: 7.22 eV
HOMO: -11.66 eV

```
! wB97M-V def2-TZVPD RIJCOSX def2/J DEFGRID3
* xyz 1 1
F -1.76382 2.73741 -2.65241
C -1.49091 1.40458 -2.45796
C -2.54346 0.50254 -2.45937
C -2.24238 -0.84522 -2.24743
C -0.93104 -1.24914 -2.04907
C 0.11770 -0.32166 -2.06907
C 1.47015 -0.82481 -1.62112
C 2.79941 -0.37175 -2.17904
C 3.86273 -1.27979 -2.05313
C 5.17507 -0.85989 -2.23272
C 5.46588 0.48565 -2.47646
C 4.39474 1.34987 -2.64963
F 4.65162 2.67345 -2.90721
C 3.06413 0.94449 -2.56922
C -0.16946 1.03380 -2.24146
H -3.55048 0.84751 -2.65264
H -3.04355 -1.57638 -2.21159
H -0.69804 -2.29800 -1.85266
H 1.44877 -1.92539 -1.57300
H 3.63881 -2.31940 -1.80044
H 5.98274 -1.57973 -2.14658
H 6.48196 0.84393 -2.59540
H 2.27252 1.65532 -2.77475
H 0.59679 1.80038 -2.17462
H 1.50831 -0.53596 -0.58448
C 1.67455 0.65096 1.62902
H 2.66341 0.48436 1.20648
C 0.91600 1.74336 1.22683
C -0.33019 1.96217 1.79953
N -0.86035 1.02989 2.60935
C -2.17289 1.25378 3.22896
C -3.18504 0.54336 2.39214
C -3.47543 -0.80167 2.63294
C -4.28411 -1.51799 1.74605
C -4.81459 -0.87389 0.61982
C -4.52518 0.47446 0.37645
C -3.71654 1.18104 1.26735
C -0.22271 -0.14425 2.82774
C 1.03969 -0.39991 2.31195
C 1.52391 -1.81823 2.46607
N 2.58824 -2.22848 1.69207
O 0.95805 -2.57551 3.23230
H 1.23253 2.39018 0.39407
H -0.94066 2.85310 1.62693
H -2.13962 0.80938 4.22308
H -2.37597 2.32705 3.24866
H -3.03860 -1.27930 3.51608
H -4.51239 -2.57085 1.94617
H -5.43389 -1.43125 -0.08617
H -4.93490 0.98454 -0.50298
H -3.47048 2.23400 1.09766
H -0.77042 -0.80748 3.48519
H 3.11583 -1.64795 1.05672
H 2.99358 -3.11668 1.96101
*
```

[2]
Molecular formula: C2H3ClN2
Method: DFT, ωB97M-V/def2-TZVPD

Results
LUMO energy (alpha / beta): 0.99 / -1.32 eV
HOMO-LUMO gap (alpha / beta): 8.69 / 7.68 eV
HOMO (alpha / beta): -7.70 / -9.00 eV
⟨S²⟩: 2.04
ΔE to the lowest compared entry with this formula, charge and spin: 306.4 kJ/mol

```
! wB97M-V def2-TZVPD RIJCOSX def2/J DEFGRID3
* xyz 0 3
C -0.64773 -0.48458 -0.66121
C 1.44149 -1.30198 0.63694
N -1.42647 1.48544 0.36107
N -1.17556 0.48202 -0.23182
Cl 2.61059 -0.35768 -0.05990
H -0.91596 -1.16348 -1.44345
H 1.50364 -0.96250 1.67270
H -1.39000 2.30275 -0.27431
*
```

[3]
Molecular formula: C3F3O2
Method: DFT, ωB97M-V/def2-TZVPD

Results
LUMO energy: 4.14 eV
HOMO-LUMO gap: 7.59 eV
HOMO: -3.45 eV
ΔE to the lowest compared entry with this formula, charge and spin: 286.9 kJ/mol

```
! wB97M-V def2-TZVPD RIJCOSX def2/J DEFGRID3
* xyz -1 1
C 0.23286 -0.55251 0.30898
C -1.55628 -0.23864 0.12766
C 1.10523 0.21811 -0.48402
O 1.21142 0.36802 0.85573
O 1.71989 0.65884 -1.37985
F 0.44031 -1.84098 0.52819
F -1.64053 0.71248 1.13322
F -1.51289 0.67468 -1.08992
*
```

[4]
Molecular formula: C12H32MnNO7S2
Method: DFT, ωB97M-V/def2-TZVPD

Results
LUMO energy (alpha / beta): 0.30 / -0.28 eV
HOMO-LUMO gap (alpha / beta): 7.07 / 7.75 eV
HOMO (alpha / beta): -6.76 / -8.04 eV
⟨S²⟩: 12.00

```
! wB97M-V def2-TZVPD RIJCOSX def2/J DEFGRID3
* xyz 0 7
Mn -0.59116 -1.20162 -3.44988
O -0.37737 -2.03173 -1.65731
H -0.87107 -2.67114 -1.10781
C -0.31501 4.43130 -0.24398
C 0.00686 2.88532 -0.16694
N -0.41101 2.34519 1.15509
C 0.33523 3.10248 2.31533
C 1.93215 3.14947 2.31972
C -0.11994 0.87157 1.09699
C -0.35775 0.13578 2.43146
H -1.27063 4.64795 -0.72141
H 0.37683 4.88483 -0.95375
H -0.21678 4.89377 0.73813
H -0.32957 2.36032 -1.06096
H 1.09173 2.79973 -0.22895
H 0.02581 2.61362 3.23911
H -0.12200 4.07978 2.47001
H 2.35885 3.75857 1.52283
H 2.33503 2.13675 2.30643
H 2.21361 3.56767 3.28615
H -0.42025 0.30802 0.21363
H 0.95021 0.86691 0.88998
H 0.07879 -0.86004 2.35492
H 0.06074 0.59994 3.32450
H -1.41654 -0.06738 2.59209
O -5.28035 -0.84369 1.27408
S -3.87075 -0.58637 0.85488
O -3.19130 0.60465 1.42788
O -3.00102 -1.95953 1.20946
C -3.82219 -3.14720 1.02808
C -3.00518 -4.24664 0.32763
C -3.78795 -0.55951 -0.96425
H -4.62416 -2.99543 0.30566
H -4.19200 -3.48201 1.99722
H -2.46118 -3.90570 -0.55324
H -3.69514 -5.06740 0.13166
H -2.20314 -4.55845 0.99666
H -4.52163 0.09746 -1.43138
H -3.93420 -1.56528 -1.35813
H -2.77540 -0.29429 -1.26841
O 1.55695 -0.95847 -3.24050
S 2.84667 -1.62537 -3.29422
O 3.57755 -2.02323 -4.45597
O 3.90033 -0.64269 -2.40163
C 3.29584 0.11154 -1.33231
C 4.33186 0.73845 -0.36710
C 2.70893 -3.18670 -2.29971
H 2.64992 -0.50672 -0.70889
H 2.61354 0.79306 -1.84034
H 3.95820 1.30367 0.48671
H 4.93602 1.41823 -0.96793
H 4.89874 -0.05575 0.11868
H 2.30216 -2.97829 -1.31015
H 3.73293 -3.54993 -2.21271
H 2.10922 -3.93552 -2.81711
*
```